# C32H46GaN3P2S

A molecular structure, C32H46GaN3P2S (ωB97M-V with the def2-TZVPD basis set, the OMol25 dataset).

```
85
C32H46GaN3P2S (ωB97M-V with the def2-TZVPD basis set)
Ga 0.52 -0.28 -0.21
C 3.77 2.20 1.22
C 3.67 1.96 -0.28
C 3.44 3.24 -1.06
P 2.65 0.48 -0.83
C 3.10 0.28 -2.60
C 3.03 -1.16 -3.10
C 2.16 1.14 -3.45
C 3.30 -0.84 0.23
C 4.52 -1.46 -0.02
C 4.99 -2.49 0.78
C 6.31 -3.15 0.54
C 4.17 -2.88 1.85
C 2.97 -2.26 2.14
C 2.52 -1.20 1.35
N 1.29 -0.53 1.49
C 0.45 -0.39 2.58
C 0.80 -0.72 3.89
C -0.09 -0.55 4.94
C -1.35 -0.02 4.77
C -2.29 0.18 5.93
C -1.69 0.38 3.49
C -0.82 0.22 2.40
P -1.20 0.96 0.80
C -2.98 1.03 0.29
C -3.92 1.65 1.33
C -3.57 -0.28 -0.19
C -0.50 2.68 0.71
C -1.51 3.82 0.85
C 0.59 2.84 1.77
H 4.69 2.74 1.40
H 3.81 1.28 1.80
H 2.96 2.82 1.58
H 4.63 1.50 -0.60
H 2.44 3.64 -0.87
H 3.58 3.13 -2.13
H 4.15 3.99 -0.72
H 4.13 0.66 -2.70
H 2.02 -1.56 -2.98
H 3.73 -1.82 -2.61
H 3.24 -1.17 -4.17
H 1.13 0.77 -3.38
H 2.46 1.08 -4.49
H 2.15 2.19 -3.17
H 5.12 -1.15 -0.88
H 6.75 -2.83 -0.41
H 6.22 -4.23 0.52
H 7.02 -2.90 1.33
H 4.49 -3.71 2.47
H 2.37 -2.64 2.95
H 1.79 -1.10 4.10
H 0.23 -0.83 5.94
H -2.16 -0.61 6.67
H -3.33 0.18 5.61
H -2.09 1.13 6.42
H -2.64 0.86 3.33
H -2.92 1.71 -0.57
H -4.13 0.95 2.14
H -4.88 1.83 0.83
H -3.59 2.59 1.76
H -3.53 -1.07 0.56
H -3.10 -0.62 -1.12
H -4.62 -0.12 -0.44
H -0.07 2.74 -0.30
H -1.98 3.82 1.82
H -2.28 3.82 0.07
H -0.97 4.77 0.76
H 0.15 2.89 2.76
H 1.12 3.77 1.59
H 1.30 2.01 1.76
N 0.36 -6.92 -2.54
C -0.53 -6.30 -1.75
S -1.80 -6.99 -1.01
C -0.23 -4.86 -1.48
C 1.05 -4.40 -1.21
C 1.26 -3.08 -0.87
N 0.25 -2.18 -0.82
C -0.99 -2.62 -1.10
C -1.27 -3.93 -1.42
H 0.22 -7.90 -2.75
H 1.04 -6.42 -3.08
H 1.90 -5.07 -1.20
H 2.24 -2.74 -0.61
H -1.78 -1.90 -1.02
H -2.29 -4.24 -1.60
```

Net charge: +2
Strongest force on any atom: 0.52 eV Å⁻¹
Gap between HOMO and LUMO: 0.249 Eh
E_tot: -120178.650 eV
Multiplicity: 1

***

# C32H47AuN2PSSi4Te

A molecular structure, C32H47AuN2PSSi4Te at a distorted geometry (ωB97M-V with the def2-TZVPD basis set, the OMol25 dataset).

```
89
C32H47AuN2PSSi4Te (ωB97M-V with the def2-TZVPD basis set)
Au -2.05 0.78 -0.03
S -3.68 2.66 0.97
C -3.61 3.06 -0.70
C -4.33 4.11 -1.28
C -4.22 4.32 -2.63
C -3.39 3.49 -3.40
C -2.72 2.48 -2.76
N -2.81 2.27 -1.44
H -4.95 4.72 -0.65
H -4.77 5.12 -3.10
H -3.28 3.64 -4.46
H -2.07 1.80 -3.30
N -1.34 1.66 3.28
C -1.02 0.42 3.80
C -0.24 0.35 4.96
C 0.12 -0.85 5.51
C -0.29 -2.05 4.92
C -1.03 -2.00 3.76
C -1.41 -0.79 3.18
P -2.36 -0.82 1.63
C -2.15 -2.51 1.04
C -3.05 -3.53 1.35
C -2.78 -4.83 0.94
C -1.63 -5.11 0.22
C -0.73 -4.10 -0.09
C -0.99 -2.80 0.32
C -4.12 -0.69 2.05
C -5.02 -0.84 0.99
C -6.38 -0.70 1.21
C -6.84 -0.39 2.49
C -5.95 -0.23 3.53
C -4.58 -0.38 3.32
H -1.17 2.43 3.91
H -2.20 1.76 2.78
H 0.07 1.28 5.42
H 0.70 -0.87 6.42
H -0.02 -3.00 5.35
H -1.33 -2.93 3.29
H -3.94 -3.31 1.92
H -3.48 -5.62 1.19
H -1.43 -6.13 -0.09
H 0.17 -4.32 -0.65
H -0.30 -2.00 0.08
H -4.65 -1.06 0.00
H -7.07 -0.82 0.40
H -7.90 -0.28 2.66
H -6.31 0.02 4.52
H -3.88 -0.26 4.14
C 3.68 -1.59 -3.59
Si 2.04 -0.87 -3.00
C 0.89 -2.26 -2.44
C 1.20 0.07 -4.40
Si 2.58 0.62 -1.25
Te 0.75 1.36 0.29
Si 4.08 -0.42 0.32
C 3.41 -2.16 0.59
C 5.80 -0.46 -0.46
C 4.14 0.50 1.96
Si 3.60 2.63 -2.06
C 4.25 3.63 -0.61
C 2.26 3.58 -2.99
C 4.99 2.15 -3.23
H 3.54 -2.21 -4.48
H 4.14 -2.22 -2.82
H 4.39 -0.80 -3.84
H 0.73 -2.98 -3.25
H -0.09 -1.87 -2.16
H 1.30 -2.80 -1.59
H 0.84 -0.61 -5.18
H 1.88 0.78 -4.88
H 0.34 0.64 -4.04
H 3.51 -2.77 -0.32
H 2.35 -2.13 0.86
H 3.95 -2.67 1.39
H 5.79 -0.91 -1.45
H 6.48 -1.05 0.16
H 6.22 0.54 -0.54
H 3.20 0.39 2.50
H 4.32 1.57 1.82
H 4.94 0.11 2.59
H 3.47 3.77 0.15
H 4.58 4.62 -0.93
H 5.10 3.14 -0.13
H 1.41 3.80 -2.33
H 1.88 3.01 -3.84
H 2.64 4.53 -3.37
H 5.72 1.50 -2.75
H 5.53 3.04 -3.58
H 4.61 1.63 -4.12
```

Net charge: +1
Strongest force on any atom: 1.07 eV Å⁻¹
Gap between HOMO and LUMO (alpha / beta): 0.166 / 0.171 Eh
E_tot: -99545.192 eV
Multiplicity: 1

***

# C32H47AuN2PSSi4Te

A molecular structure, C32H47AuN2PSSi4Te (ωB97M-V with the def2-TZVPD basis set, the OMol25 dataset).

```
89
C32H47AuN2PSSi4Te (ωB97M-V with the def2-TZVPD basis set)
Au -1.00 -0.20 0.54
S -0.79 -1.77 2.31
C -2.33 -2.61 1.99
C -2.74 -3.59 2.90
C -3.96 -4.21 2.70
C -4.72 -3.85 1.59
C -4.22 -2.89 0.74
N -3.05 -2.27 0.92
H -2.11 -3.85 3.74
H -4.30 -4.96 3.39
H -5.68 -4.32 1.40
H -4.78 -2.59 -0.14
N -2.64 -0.98 -2.15
C -2.70 0.24 -2.79
C -2.81 0.27 -4.19
C -2.84 1.46 -4.88
C -2.74 2.68 -4.21
C -2.61 2.67 -2.83
C -2.58 1.47 -2.11
P -2.33 1.51 -0.33
C -3.91 1.10 0.45
C -3.97 1.00 1.84
C -5.13 0.57 2.46
C -6.24 0.22 1.70
C -6.19 0.32 0.32
C -5.03 0.76 -0.31
C -1.92 3.19 0.16
C -0.58 3.55 0.25
C -0.23 4.84 0.59
C -1.22 5.78 0.84
C -2.56 5.42 0.75
C -2.91 4.13 0.41
H -2.92 -1.77 -2.71
H -2.95 -1.07 -1.19
H -2.88 -0.67 -4.72
H -2.93 1.44 -5.96
H -2.77 3.61 -4.75
H -2.52 3.61 -2.31
H -3.10 1.25 2.44
H -5.17 0.49 3.54
H -7.14 -0.13 2.18
H -7.06 0.06 -0.28
H -5.00 0.85 -1.39
H 0.19 2.80 0.08
H 0.82 5.12 0.66
H -0.95 6.80 1.10
H -3.33 6.15 0.95
H -3.96 3.85 0.35
C 5.84 -2.78 0.62
Si 4.13 -3.08 -0.09
C 3.21 -4.35 0.92
C 4.23 -3.63 -1.88
Si 2.99 -1.01 0.01
Te 0.70 -1.77 -0.75
Si 3.06 0.00 2.14
C 2.90 -1.31 3.46
C 4.77 0.78 2.22
C 1.76 1.34 2.33
Si 3.65 0.43 -1.76
C 2.98 2.15 -1.45
C 2.98 -0.21 -3.39
C 5.52 0.45 -1.77
H 6.44 -3.69 0.51
H 5.79 -2.55 1.69
H 6.37 -1.97 0.12
H 3.75 -5.31 0.90
H 2.20 -4.53 0.54
H 3.12 -4.05 1.97
H 4.70 -4.62 -1.94
H 4.84 -2.95 -2.48
H 3.25 -3.71 -2.35
H 3.75 -2.01 3.41
H 1.98 -1.89 3.37
H 2.92 -0.85 4.45
H 5.56 0.06 2.00
H 4.94 1.18 3.22
H 4.87 1.62 1.51
H 0.74 0.94 2.32
H 1.85 2.09 1.53
H 1.91 1.85 3.28
H 1.90 2.14 -1.32
H 3.20 2.80 -2.30
H 3.43 2.61 -0.56
H 1.90 -0.10 -3.46
H 3.23 -1.26 -3.56
H 3.42 0.37 -4.21
H 5.93 0.72 -0.79
H 5.88 1.18 -2.50
H 5.93 -0.53 -2.05
```

Net charge: +1
Strongest force on any atom: 0.64 eV Å⁻¹
Gap between HOMO and LUMO (alpha / beta): 0.306 / 0.201 Eh
E_tot: -99546.157 eV
Multiplicity: 3

***

# C32H47Br16ClFN2O7P

9 unconnected molecules or ions with the total composition C32H47Br16ClFN2O7P at a distorted geometry (ωB97M-V with the def2-TZVPD basis set, the OMol25 dataset).

```
107
C32H47Br16ClFN2O7P (ωB97M-V with the def2-TZVPD basis set)
C -6.41 2.12 -1.50
C -5.70 0.76 -1.40
C -4.69 0.47 -2.57
Cl -4.33 1.92 -3.59
C -3.43 -0.25 -2.12
C -3.33 -1.57 -2.51
C -2.25 -2.36 -2.21
C -1.21 -1.80 -1.49
P 0.22 -2.92 -1.18
O 1.43 -2.51 -1.88
O 0.46 -3.13 0.39
O -0.21 -4.39 -1.71
C -1.26 -0.48 -1.07
C -2.39 0.29 -1.37
C -2.45 1.71 -0.88
O -3.45 2.39 -0.85
C -1.20 2.33 -0.33
C -1.26 3.82 -0.06
O -0.65 4.60 -0.75
N -2.02 4.34 1.06
C -2.14 3.45 2.12
O -1.26 2.94 2.74
F -3.43 3.20 2.48
C -0.11 1.61 -0.05
C 1.14 2.24 0.55
N 1.86 3.06 -0.45
C -0.12 0.12 -0.29
O 0.78 -0.53 0.19
H -5.80 2.94 -1.14
H -7.26 2.07 -0.80
H -6.84 2.32 -2.49
H -5.13 0.79 -0.47
H -6.43 -0.05 -1.31
H -5.23 -0.21 -3.24
H -4.14 -2.01 -3.08
H -2.22 -3.39 -2.56
H -0.04 -2.49 0.91
H -0.91 -4.69 -1.11
H -2.95 4.64 0.78
H 1.82 1.49 0.97
H 0.84 2.91 1.36
H 2.33 3.78 0.10
H 2.58 2.48 -0.87
Br 0.76 -2.96 3.95
C 2.67 -3.29 3.83
C 3.02 -4.00 2.55
Br 2.55 -5.89 2.63
H 2.95 -3.85 4.72
H 3.14 -2.31 3.86
H 4.09 -3.98 2.38
H 2.51 -3.58 1.68
Br 1.27 6.42 1.50
C 2.78 6.99 2.59
C 4.01 6.19 2.27
Br 3.94 4.41 3.04
H 2.47 6.89 3.63
H 2.92 8.04 2.35
H 4.89 6.66 2.71
H 4.17 6.07 1.20
Br -3.44 9.57 -3.50
C -2.27 8.36 -2.52
C -2.91 7.01 -2.32
Br -4.26 7.06 -0.91
H -2.02 8.85 -1.59
H -1.38 8.27 -3.14
H -2.17 6.28 -1.99
H -3.40 6.64 -3.22
Br -6.27 12.15 -4.87
C -6.74 11.52 -6.65
C -6.15 10.16 -6.93
Br -4.25 10.29 -7.32
H -6.42 12.27 -7.36
H -7.83 11.46 -6.66
H -6.60 9.72 -7.82
H -6.25 9.47 -6.09
Br 0.79 -9.72 -0.47
C 2.37 -9.23 0.57
C 3.56 -10.06 0.18
Br 3.46 -11.85 0.94
H 2.10 -9.32 1.62
H 2.54 -8.18 0.34
H 4.47 -9.63 0.59
H 3.67 -10.18 -0.89
Br -0.19 -9.95 3.55
C -1.33 -8.56 4.29
C -0.53 -7.45 4.90
Br 0.19 -7.96 6.64
H -2.00 -9.05 4.99
H -1.91 -8.19 3.44
H -1.16 -6.58 5.10
H 0.31 -7.14 4.29
Br 6.21 -2.13 3.57
C 7.39 -3.42 4.43
C 6.70 -4.73 4.66
Br 5.48 -4.64 6.17
H 7.75 -2.95 5.34
H 8.23 -3.54 3.74
H 7.42 -5.50 4.93
H 6.12 -5.07 3.80
Br 5.18 -2.26 -0.28
C 4.54 -2.82 -2.04
C 5.01 -4.21 -2.37
Br 6.89 -4.22 -2.91
H 4.87 -2.07 -2.75
H 3.45 -2.80 -1.96
H 4.47 -4.60 -3.23
H 4.92 -4.90 -1.54
```

Net charge: 0
Strongest force on any atom: 2.00 eV Å⁻¹
Gap between HOMO and LUMO: 0.282 Eh
E_tot: -1196471.674 eV
Multiplicity: 1

***

# C32H47Cl3N3O3PmSSi

A molecular structure, C32H47Cl3N3O3PmSSi at a distorted geometry (ωB97M-V with the def2-TZVPD basis set, the OMol25 dataset).

```
91
C32H47Cl3N3O3PmSSi (ωB97M-V with the def2-TZVPD basis set)
C -2.71 6.94 0.73
C -3.92 7.06 -0.14
H -1.90 7.55 0.32
H -2.36 5.90 0.77
H -2.93 7.30 1.75
C -4.34 8.27 -0.55
C -3.64 9.54 -0.22
H -5.28 8.38 -1.10
H -2.56 9.48 -0.45
H -3.75 9.80 0.84
H -4.06 10.35 -0.83
Pm -1.60 1.15 0.25
Cl -0.93 0.42 2.59
Cl -4.17 1.59 0.77
C -3.68 -1.01 -0.90
O -2.56 -0.49 -1.18
N -4.66 -1.17 -1.77
C -4.45 -0.94 -3.20
C -6.04 -1.15 -1.29
H -3.91 -1.33 0.13
H -3.51 -1.40 -3.53
H -4.43 0.14 -3.43
H -5.28 -1.40 -3.72
H -6.06 -1.57 -0.28
H -6.65 -1.75 -1.98
H -6.42 -0.12 -1.27
H 3.58 3.15 -0.46
H 0.53 4.32 -1.06
C 3.35 3.13 -1.54
C 1.08 4.08 -1.99
N 1.92 2.92 -1.77
H 3.93 2.33 -2.01
C 1.38 1.74 -1.44
O 0.14 1.55 -1.32
H 0.35 3.89 -2.78
H 2.11 0.94 -1.25
H 3.63 4.09 -1.97
H 1.73 4.91 -2.26
O -3.75 4.82 -1.02
C -4.66 5.77 -0.46
C -5.93 6.59 -2.50
C -5.94 5.95 -1.26
H -5.01 7.04 -2.87
C -7.11 6.65 -3.26
H -4.93 5.35 0.52
C -7.14 5.48 -0.72
H -7.09 7.11 -4.26
C -8.29 6.11 -2.76
C -8.31 5.56 -1.47
H -7.10 5.03 0.28
H -9.21 6.15 -3.35
H -9.24 5.19 -1.03
Si -3.78 3.75 -2.31
Cl -1.38 3.89 0.20
C -3.87 4.69 -3.95
C -5.39 2.78 -2.23
C -2.29 2.68 -2.66
H -4.89 4.99 -4.22
H -3.51 4.02 -4.74
H -3.24 5.58 -3.93
H -1.98 2.81 -3.71
H -2.51 1.61 -2.53
H -1.43 2.97 -2.04
H -6.26 3.44 -2.35
H -5.48 2.29 -1.25
H -5.46 2.02 -3.02
N 0.42 -0.86 -0.06
S 1.24 -1.90 0.76
C 0.95 -3.55 0.13
C -0.06 -3.79 -0.81
C -0.19 -5.08 -1.35
C 0.62 -6.12 -0.89
C 1.57 -5.89 0.10
C 1.74 -4.61 0.62
C 3.01 -1.76 0.50
C 3.66 -2.39 -0.57
C 5.06 -2.39 -0.63
C 5.81 -1.75 0.36
C 5.16 -1.07 1.39
C 3.77 -1.06 1.46
H 0.64 -0.93 -1.05
H -0.71 -2.97 -1.12
H -0.93 -5.25 -2.13
H 0.49 -7.13 -1.30
H 2.19 -6.70 0.48
H 2.49 -4.41 1.39
H 3.07 -2.89 -1.33
H 5.56 -2.91 -1.46
H 6.90 -1.79 0.33
H 5.74 -0.54 2.16
H 3.24 -0.54 2.26
```

Net charge: 0
Strongest force on any atom: 2.25 eV Å⁻¹
Gap between HOMO and LUMO: 0.303 Eh
E_tot: -117400.522 eV
Multiplicity: 5